No. 1
{"formula": "C4H7N3O", "method": "ωB97M-V/def2-TZVPD", "elements": ["C", "N", "C", "C", "C", "N", "N", "O", "H", "H", "H", "H", "H", "H", "H"], "positions_angstrom": [[0.98349, 0.17277, -2.16026], [1.39838, 0.16010, -0.79119], [0.55642, 0.13135, 0.13473], [0.81348, 0.15008, 1.58752], [-0.39387, 0.15921, 2.18450], [-1.45556, 0.00374, 1.27738], [-0.89253, 0.19403, -0.04307], [-1.40253, -0.79784, -0.89005], [0.02779, 0.66119, -2.31533], [0.88574, -0.86442, -2.50871], [1.73680, 0.68003, -2.75507], [1.80317, 0.16416, 2.03463], [-0.61326, 0.22400, 3.25209], [-2.24453, 0.60669, 1.41021], [-1.20300, -1.64509, -0.41738]], "spin_multiplicity": 1, "homo_energy_ev": -8.400, "e_tot_ha": -396.01315, "fmax_ev_per_a": 1.101, "smiles": "C/N=c1/cc[nH]n1O", "homo_lumo_gap_ha": 0.3356, "lumo_energy_ev": 0.7, "relative_energy_ev": 3.6807, "total_charge": 0}

No. 2
{"formula": "C4H7N3O", "method": "ωB97M-V/def2-TZVPD", "elements": ["H", "N", "C", "C", "O", "C", "N", "C", "N", "H", "H", "H", "H", "H", "H"], "positions_angstrom": [[-0.35824, 2.58930, -0.14738], [0.18125, 1.72865, -0.13325], [-0.54973, 0.63538, -0.10746], [-2.01840, 0.75969, 0.02819], [-2.83599, -0.13339, 0.06980], [0.07673, -0.65167, -0.06994], [-0.66730, -1.83027, -0.19884], [1.45992, -0.73651, 0.00893], [2.24862, 0.34126, -0.01114], [-2.34904, 1.81892, 0.09397], [-0.31552, -2.60588, 0.34249], [-1.66495, -1.69938, -0.09797], [1.92206, -1.71781, 0.04456], [1.65393, 1.25386, -0.06978], [3.21666, 0.24784, 0.24782]], "spin_multiplicity": 1, "homo_energy_ev": [-7.022, -7.021], "e_tot_ha": -396.08399, "fmax_ev_per_a": 1.196, "smiles": "[H]/N=C(C=O)/C(N)=C\\N", "homo_lumo_gap_ha": [0.2491, 0.2490], "lumo_energy_ev": [-0.2, -0.2], "relative_energy_ev": 1.7529, "total_charge": 0}

No. 3
{"formula": "C4H7N3O2", "method": "ωB97M-V/def2-TZVPD", "elements": ["C", "C", "C", "C", "H", "H", "H", "H", "H", "H", "H", "N", "N", "N", "O", "O"], "positions_angstrom": [[-0.81588, -0.53099, -0.45900], [1.31369, -0.88017, -0.35223], [1.14129, 0.53207, -0.29788], [-0.32992, 0.67141, -0.15327], [-3.27535, -0.80368, -0.30800], [-2.32053, -1.50165, 1.39076], [-0.10621, -2.30418, -0.22022], [3.10927, -0.91980, 0.80432], [2.33136, 2.33370, -0.57828], [-1.96548, 1.69701, -0.10921], [-0.86888, 2.58460, 0.59418], [-2.17152, -1.03434, 0.17991], [0.14626, -1.39705, -0.59461], [-1.02174, 1.80119, -0.08876], [2.42022, -1.61215, 0.18493], [2.41344, 1.36402, 0.00737]], "spin_multiplicity": 1, "homo_energy_ev": -7.306, "e_tot_ha": -471.12904, "fmax_ev_per_a": 8.179, "homo_lumo_gap_ha": 0.2782, "lumo_energy_ev": 0.3, "relative_energy_ev": 7.4556, "total_charge": 0}

No. 4
{"formula": "C4H7N3O2", "method": "ωB97M-V/def2-TZVPD", "elements": ["H", "N", "C", "C", "O", "O", "N", "C", "N", "C", "H", "H", "H", "H", "H", "H"], "positions_angstrom": [[-0.06709, 2.47887, -0.83275], [0.79938, 1.95292, -0.76462], [0.68118, 0.76039, -0.43259], [2.16258, -0.01917, -0.00280], [2.58447, -1.03310, -0.48706], [2.85919, 0.77534, 0.79843], [-0.31180, -0.01482, 0.00294], [-0.40278, -1.46264, -0.04778], [-1.64992, 0.74806, -0.28411], [-2.71349, 0.39201, 0.28016], [3.76410, 0.43072, 0.91342], [-1.01352, -1.77129, -0.89792], [0.57690, -1.91858, -0.14913], [-0.85194, -1.82286, 0.87969], [-2.81619, -0.48932, 0.91815], [-3.60106, 0.99348, 0.10596]], "spin_multiplicity": 1, "homo_energy_ev": -9.221, "e_tot_ha": -471.28036, "fmax_ev_per_a": 5.116, "smiles": "[H]/N=C(/C(=O)O)N(C)N=C", "homo_lumo_gap_ha": 0.3678, "lumo_energy_ev": 0.8, "relative_energy_ev": 3.3382, "total_charge": 0}

No. 5
{"formula": "C4H7N3O2", "method": "ωB97M-V/def2-TZVPD", "elements": ["C", "N", "C", "O", "C", "N", "N", "C", "O", "H", "H", "H", "H", "H", "H", "H"], "positions_angstrom": [[-2.08699, 0.27822, -1.25020], [-1.11904, 0.03752, -0.19724], [0.11145, -0.29617, -0.44200], [0.56892, -1.02396, -1.48787], [1.01685, 0.02908, 0.62206], [2.32358, -0.49200, 0.83046], [0.72465, 1.36503, 1.24447], [-0.10819, 0.46894, 1.79020], [-0.86207, 0.10148, 2.62833], [-2.12535, 1.34417, -1.49349], [-3.08718, -0.03154, -0.93558], [-1.88736, -0.26169, -2.18393], [-0.17553, -1.35688, -2.00828], [2.92837, -0.32394, 0.03018], [2.30764, -1.49488, 0.98371], [1.47022, 1.65662, 1.86918]], "spin_multiplicity": 1, "homo_energy_ev": -8.262, "e_tot_ha": -471.26790, "fmax_ev_per_a": 2.118, "smiles": "C/N=C(\\O)[C@@]1(N)NC1=O", "homo_lumo_gap_ha": 0.3222, "lumo_energy_ev": 0.5, "relative_energy_ev": 3.6772, "total_charge": 0}

No. 6
{"formula": "C4H7N3O2", "method": "ωB97M-V/def2-TZVPD", "elements": ["H", "N", "C", "C", "O", "O", "H", "H", "C", "N", "C", "N", "H", "H", "H", "H"], "positions_angstrom": [[-2.17611, -0.63562, -1.24607], [-1.69414, -1.47774, -0.92506], [-0.92559, -1.27273, 0.05620], [-1.18020, -0.09171, 1.06174], [-1.74663, 0.92932, 0.75666], [-0.69436, -0.35170, 2.27995], [-0.39042, -2.10443, 0.49941], [-0.80874, 0.41907, 2.86021], [0.66043, 0.49664, -1.87910], [0.85668, 0.07966, -0.52298], [1.47968, 0.53489, 0.41709], [1.95840, 0.74987, 1.50406], [1.51273, 1.05377, -2.27143], [0.50654, -0.40180, -2.47817], [-0.24320, 1.10747, -1.93266], [2.88492, 0.96505, 1.82014]], "spin_multiplicity": 1, "homo_energy_ev": -9.567, "e_tot_ha": -471.30987, "fmax_ev_per_a": 3.060, "smiles": "[H]/N=C\\C(=O)O.CN=C=N", "homo_lumo_gap_ha": 0.3746, "lumo_energy_ev": 0.6, "relative_energy_ev": 2.5351, "total_charge": 0}

No. 7
{"formula": "C4H7N3O2S", "method": "ωB97M-V/def2-TZVPD", "elements": ["C", "C", "C", "C", "N", "N", "N", "O", "O", "S", "H", "H", "H", "H", "H", "H", "H"], "positions_angstrom": [[2.21649, -1.25444, -0.17125], [1.80467, 0.79835, 0.34742], [3.36467, -0.63563, -0.24168], [-4.08065, -0.28562, -0.73132], [1.21634, -0.35199, 0.18294], [3.12511, 0.71524, 0.23110], [-3.34906, -0.46282, 0.28278], [-1.22697, 0.87299, 1.68720], [-1.11753, 0.87955, -0.74718], [-1.12190, 0.08506, 0.45620], [1.86838, -2.30571, -0.31978], [1.16171, 1.62695, 0.70590], [-4.94689, 0.34893, -0.82844], [4.39561, -0.73299, -0.68062], [-3.71761, -0.66704, -1.62562], [3.94835, 1.43892, 0.26598], [-3.54074, -0.06976, 1.18638]], "spin_multiplicity": 3, "homo_energy_ev": [-5.589, -9.841], "e_tot_ha": -869.34150, "fmax_ev_per_a": 5.209, "homo_lumo_gap_ha": [0.2258, 0.2605], "lumo_energy_ev": [0.6, -2.8], "relative_energy_ev": 0.0205, "s_squared": 2.02, "total_charge": 0}

No. 8
{"formula": "C4H7N3O4", "method": "ωB97M-V/def2-TZVPD", "elements": ["C", "C", "C", "C", "N", "N", "N", "O", "O", "O", "O", "H", "H", "H", "H", "H", "H", "H"], "positions_angstrom": [[-0.51144, -1.58931, -0.08396], [-1.34054, 0.70918, -0.09590], [-2.62626, 0.02492, 0.02943], [1.04425, 0.35087, -0.17963], [-0.27452, -0.21279, -0.51700], [-3.76258, 0.99601, 0.17035], [-2.88646, -1.20811, -0.15986], [-4.85589, 0.54161, 0.28552], [-1.75510, -2.10141, -0.38040], [-3.46344, 2.13029, 0.19642], [-3.94667, -1.79141, -0.14901], [-0.25146, -1.69569, 1.09538], [0.25780, -2.23875, -0.59461], [-1.54582, 1.47768, -0.81128], [-1.03801, 1.16372, 0.79669], [1.73295, -0.05325, -0.96460], [0.91230, 1.39985, -0.41937], [1.23756, 0.08675, 0.87914]], "spin_multiplicity": 3, "homo_energy_ev": [-6.942, -9.607], "e_tot_ha": -621.45977, "fmax_ev_per_a": 8.899, "homo_lumo_gap_ha": [0.2767, 0.2428], "lumo_energy_ev": [0.6, -3.0], "relative_energy_ev": 0.0000, "s_squared": 2.01, "total_charge": 0}